Below is C5H9NS in the gas phase at a distorted geometry, with properties calculated with ωB97M-V/def2-TZVPD.

Summary:
Orbital gap   0.3508 Eh
Structure (SMILES)   C[C@@]12CSC[C@H]1N2
Energy relative to the best compared isomer or geometry (same formula, charge and spin)   70.04 kcal per mole

Cartesian coordinates (Å):
C 0.87068 0.04921 1.39798
C 0.68168 -0.14395 -0.09176
C 0.03463 -1.47043 -0.42281
C -1.48582 0.83905 -0.06852
C -0.20282 0.77501 -0.85661
H 0.90771 1.08428 1.63386
H 0.07817 -0.47959 1.97811
H 1.83591 -0.41101 1.70312
H 0.10714 -1.72235 -1.46999
H 0.32732 -2.31333 0.21247
H -2.35171 1.28624 -0.58698
H -1.37938 1.22981 0.93070
H -0.48405 0.35879 -1.84860
H 1.60764 0.89886 -1.70908
N 1.22742 1.04291 -0.78461
S -1.77452 -1.02350 -0.01728

Cartesian forces (eV/Å) of the 3 atoms listed first:
-0.0758 -1.5754 0.2683
0.0043 -0.1379 0.2703
0.0497 0.0161 0.0534